No. 1
A 8-piece molecular cluster, C73H75O18PSSi overall. Source: OMol25; level of theory: ωB97M-V/def2-TZVPD.

XYZ file:
```
169
Properties=species:S:1:pos:R:3:forces:R:3
C 3.5917 -6.2505 -2.7142 -0.49 0.03 0.14
H -1.4407 -3.6583 7.5309 0.43 1.94 -1.31
H 1.0760 -0.6124 -0.8205 1.02 -0.31 2.56
H -13.8336 -1.5111 -0.2158 1.85 -1.34 0.21
O -18.5591 1.9185 4.4822 0.10 -0.21 0.64
H 0.0626 -2.5416 7.3000 -2.31 -0.22 -0.57
P -1.0319 -3.1073 5.0465 -0.57 -0.69 0.02
C 5.8012 0.0334 -11.4945 -0.08 0.28 -0.35
H -10.6875 -4.4097 1.4850 1.55 2.13 -0.49
O 9.9746 2.0897 4.1881 -0.35 0.32 -0.57
H 11.1872 11.0023 1.3508 -0.01 -0.02 -0.04
C 4.1894 -3.5646 -1.9495 0.40 -0.02 -0.13
H 10.9288 4.0996 2.8490 -0.03 0.01 -0.02
C 11.3960 7.5626 1.1230 0.08 -0.40 0.35
H -3.5027 -1.4985 0.2968 0.01 -2.04 1.66
C 11.0234 7.4335 -0.2997 -0.10 0.18 -0.38
H 16.5961 3.0849 -2.2388 0.01 0.04 0.03
O 0.5368 -0.8102 4.3671 0.90 -0.37 -2.91
C 5.8863 -5.6284 -9.0624 0.18 -0.43 -0.68
C 5.7152 -4.1636 -9.1278 -0.13 0.27 0.23
H 6.4523 2.3163 1.4439 0.03 0.02 -0.01
C 9.3146 4.3093 1.4873 0.32 -0.04 0.27
C -14.2954 0.2856 2.3037 1.59 2.82 0.88
C -2.8348 -1.5954 2.4729 -0.09 -0.70 0.21
C 4.9361 -5.6827 -2.9364 0.65 -0.18 -0.22
H -2.6530 2.6206 1.3136 2.54 0.39 1.71
H 3.5151 -1.4665 -9.3287 -0.01 0.02 -0.03
H -1.2575 -1.0568 -0.1798 0.23 1.48 1.10
O 11.6575 6.5798 1.8029 -0.09 0.50 -0.30
C 3.8571 -0.8433 -10.1462 -0.42 0.13 -0.10
H 1.3645 0.9896 1.4897 -0.65 -2.56 0.55
H -1.6612 -1.7404 7.1138 0.97 -2.08 -0.15
H 1.6261 -5.9290 -1.9825 0.01 0.02 0.01
C -12.6881 2.9697 3.3139 -2.29 -3.81 -1.41
H -9.7378 -1.6305 2.7809 -1.88 -1.23 -1.24
C 1.6502 -0.8828 0.1901 1.59 -0.61 -0.68
C 5.3284 -4.0867 -6.7065 -0.09 0.26 0.44
C 14.5659 3.1645 -1.6270 0.44 -0.06 -0.16
C 3.0135 -0.1370 -10.9050 0.07 -0.33 0.39
C 5.3134 -0.8107 -10.3857 0.51 -0.23 0.30
H 1.6447 -2.0595 0.2680 -0.14 2.61 0.10
O 17.4321 5.1411 -0.8933 -0.78 -0.26 0.00
C -4.9808 -2.8417 1.5768 0.68 0.72 -0.65
H -1.1469 1.2999 3.5426 -1.13 -1.00 -2.36
C -1.0527 -2.7247 6.9399 1.68 0.59 0.30
H 5.8112 -3.7084 -10.1063 0.04 -0.10 0.11
H -9.9049 -0.9374 -0.8887 -0.99 1.69 1.54
H -10.7414 1.8106 2.3842 -2.59 -0.02 0.42
O 2.1522 -2.4144 2.8287 -3.29 3.94 0.65
O 5.8274 -6.3426 -3.4529 -0.54 0.27 0.28
O 1.9537 -3.4725 -1.2109 0.37 -0.62 -0.46
C -5.9718 -3.0815 0.2941 0.26 -0.36 0.24
C 7.4199 2.6692 1.7801 -0.07 -0.30 0.34
H 13.2186 5.5352 0.5471 0.01 -0.11 0.02
Si -11.6605 -1.0279 1.0885 0.41 -0.13 -0.34
C -1.1632 -1.5356 2.4947 -0.83 0.59 0.02
C 6.0892 -0.4504 0.4822 -3.14 1.42 -2.76
C -15.1442 1.4785 3.0473 4.60 0.85 -0.51
H 7.6578 1.2674 3.3552 0.00 0.02 0.02
O 2.9169 -0.1420 3.5064 -5.38 -2.30 -1.09
C 13.5446 3.8607 -0.8199 -0.76 -0.27 0.03
C -1.5185 2.3280 1.4794 0.74 -1.47 1.25
C 0.4490 -4.2868 4.8116 1.98 -0.42 0.24
C 6.4358 0.5143 -0.8113 -4.60 -1.80 1.62
O 6.0862 -1.4584 -9.6929 -0.26 1.03 -0.91
C 1.0142 -0.1439 1.5071 -0.95 0.09 -1.52
C -14.3257 2.8259 3.5576 1.89 -2.85 -1.86
C 15.8348 3.5837 -1.6516 -0.36 -0.31 -0.15
O 7.4066 4.3261 0.1048 0.36 -0.27 0.51
C 4.9576 0.7396 -12.2533 0.46 -0.14 0.11
C 8.0665 2.1065 2.8056 -0.32 0.03 -0.29
H -8.2272 -4.7009 0.8331 -0.42 2.15 1.17
C 2.6180 -5.5281 -2.1519 0.12 -0.43 -0.20
H 1.4841 -3.8234 5.1763 -2.18 -0.91 -0.85
H 1.9426 -0.1502 -10.7433 0.02 0.02 -0.03
C 9.3843 2.6041 3.2481 0.38 -0.38 0.64
H 0.5967 -4.6133 3.6960 -0.45 0.83 2.10
C -18.1749 0.7943 8.3996 0.13 -0.27 0.92
H -9.4687 0.1848 0.6057 -1.81 -0.53 -1.72
C 3.5921 0.5222 -1.4153 3.10 -0.92 2.12
C 5.7585 -6.2692 -7.7385 -0.08 0.05 0.45
C -10.3552 -0.1756 -0.1055 0.46 0.25 0.28
H -20.3598 0.8738 8.4388 0.05 -0.01 0.01
C 3.5013 0.7071 -12.0138 -0.63 0.55 -0.60
H 5.8861 -7.3444 -7.7082 0.01 0.02 -0.02
H 5.4035 -6.0067 -5.6627 0.07 0.01 -0.08
C 10.7396 8.5068 -1.0439 0.05 -0.50 0.03
S 1.6440 -0.9778 3.0888 8.04 -0.04 1.35
C -11.9034 1.7357 2.5597 -3.38 -0.30 0.52
H 5.3286 -2.3707 -8.0608 0.07 -0.36 0.15
H 4.3400 -2.5393 -1.6334 -0.02 0.01 0.02
O -18.0597 0.4574 9.5700 -0.09 0.23 -0.80
O -1.2532 -0.1519 0.2626 0.81 -1.53 1.31
O 2.7286 1.3548 -12.7066 0.56 -0.48 0.52
H -14.8769 -0.6551 1.9143 1.20 2.04 0.89
C 16.2701 4.7593 -0.8718 0.91 0.32 0.02
H -5.9542 -4.2486 0.0418 -0.28 2.57 0.41
H -14.9427 3.6949 4.0792 1.56 -2.03 -1.25
H -2.7671 -3.2254 0.7930 -1.33 1.67 0.70
H -10.2773 -3.1637 0.1035 0.48 -0.55 2.42
C 4.5175 -0.9257 0.8009 0.96 2.15 -2.52
C 5.4562 -3.4459 -8.0304 -0.14 -0.15 0.00
H -16.2590 1.5022 5.6134 0.00 -0.01 0.01
C 10.7851 9.8679 -0.4741 -0.23 0.84 -0.57
C -17.1170 1.3556 6.2586 0.26 -0.10 0.37
H -4.8188 -3.8143 2.2175 -0.65 2.06 -1.05
O 12.3826 3.4790 -0.7984 0.66 0.28 -0.04
H 11.7158 9.0017 2.7380 -0.01 -0.04 -0.03
C -19.6268 1.3863 6.5142 -0.21 -0.10 0.41
H 14.2310 2.3034 -2.1929 -0.02 0.03 0.03
H -12.2708 -2.5199 -0.8731 -1.61 0.86 1.77
C -0.7643 -1.4297 4.0917 -1.37 0.22 0.14
H 6.8721 0.0466 -11.6562 -0.02 -0.03 0.03
H 15.5837 6.3167 0.5012 0.03 -0.03 -0.02
H -5.4346 -1.9374 2.1936 0.92 -2.07 -0.94
H 2.7402 0.9431 -2.1348 2.03 -1.12 1.82
C -18.4439 1.5817 5.6526 -0.05 0.21 -0.72
C 2.8450 -4.1323 -1.7274 -0.27 0.44 0.25
C 5.1495 0.9823 -1.7388 -0.10 -1.85 2.74
C 11.4415 8.9237 1.6928 -0.05 0.44 -0.03
H -10.8859 0.7324 -0.6197 1.30 -1.66 0.79
C 5.4995 -5.5515 -6.6411 0.02 -0.46 -0.12
O 10.5236 10.8507 -1.1540 0.20 -0.73 0.50
H -8.0530 -3.7853 2.4754 -1.00 0.39 -1.97
C -10.0663 -3.4184 1.2484 0.06 0.03 0.14
H 10.4653 8.4288 -2.0892 0.00 0.03 0.04
C 15.2488 5.4556 -0.0646 -0.44 0.01 0.11
H 5.4143 1.7056 -2.6474 -0.92 -1.80 2.17
O 6.1254 -6.2858 -10.0660 -0.16 0.39 0.60
H -3.2395 -2.2145 3.4106 1.26 1.26 -1.94
H -13.2138 -3.0795 0.6785 0.57 1.81 -1.16
C -19.5019 1.0204 7.7936 -0.28 0.12 -0.39
C 13.9799 5.0364 -0.0401 0.31 0.33 0.12
C -3.4460 -2.3357 1.1450 -0.66 1.00 0.42
H -12.0955 3.9251 3.6568 -1.40 -2.17 -0.76
H 3.4412 -7.2758 -3.0304 0.03 0.02 0.00
H -16.3094 1.4577 3.2257 2.63 -0.14 -0.53
H -7.9915 -2.4342 -0.5414 0.76 -0.10 2.42
O 5.0893 -3.4293 -5.7029 0.07 -0.36 -0.47
C 7.9969 3.8118 1.0448 -0.34 0.33 -0.58
C -16.9920 0.9897 7.5380 0.18 0.11 -0.42
C -0.6395 -0.2262 1.6014 1.04 1.59 1.28
C 5.1632 -4.2870 -2.5119 -0.18 0.30 0.20
H 5.2997 1.3629 -13.0708 -0.05 -0.01 0.02
H 6.9426 -0.8011 1.2067 -1.91 0.72 -1.60
C -7.5345 -2.5452 0.5523 0.30 -0.93 -0.77
H 0.3084 -5.2830 5.4365 -0.11 2.18 -1.19
H 10.9940 6.4282 -0.7019 0.00 -0.03 -0.01
C -1.0975 1.1802 2.3791 -1.24 1.67 -2.48
H 7.5535 0.8333 -0.9958 -2.65 -0.60 0.22
H -3.3038 -0.5131 2.6024 1.22 -2.16 -0.49
C -8.4504 -3.6639 1.3791 0.49 -0.58 -1.03
H -16.0262 0.8204 7.9982 -0.04 0.00 0.01
C -12.8812 -2.1335 0.0679 -0.31 -0.62 -0.32
H -0.6760 -2.4731 1.9917 -1.00 1.51 1.01
C -10.6346 -2.1949 2.2324 0.39 -0.77 0.81
H -7.5078 -1.4963 1.0702 -0.10 -1.97 -0.95
C 11.1578 9.9970 0.9486 0.14 -0.20 0.43
C 9.9613 3.7467 2.5128 0.01 0.36 -0.35
H 6.1550 -3.8861 -2.6813 -0.05 -0.02 -0.03
H 4.3861 -1.5889 1.7611 0.03 1.48 -2.18
H -11.3348 -2.6383 3.0874 1.58 0.85 -1.78
H -0.7343 2.9574 0.8478 -1.81 -2.53 0.16
H -1.5811 -0.7014 4.5703 1.86 -1.49 -0.95
H 9.7233 5.1485 0.9377 -0.01 -0.10 0.05
C 3.2366 -0.4619 -0.1116 3.78 1.58 -0.88
H -5.4946 -2.5230 -0.6317 -1.14 -1.04 1.85
C -12.6497 0.3455 2.0117 -3.16 4.80 3.04
H -20.5926 1.5555 6.0540 0.04 0.00 -0.02
```
Positions in Å, forces in eV/Å.

structure (SMILES) = C=C[C@]1(O)[C@H](CCCCCCCC[Si](C)(C)c2ccccc2)[C@@H](P(C)C)OS(=O)(=O)[C@H]1Cc1ccccc1.O=C1C=CC(=O)C=C1.O=C1C=CC(=O)C=C1.O=C1C=CC(=O)C=C1.O=C1C=CC(=O)C=C1.O=C1C=CC(=O)C=C1.O=C1C=CC(=O)C=C1.O=C1C=CC(=O)C=C1
max |F| = 8.16 eV Å⁻¹
HOMO-LUMO gap = 0.21997 hartree

Results of the Mulliken charge analysis, in e, for atoms 1 through 99: -0.446 0.341 0.488 0.338 -0.551 0.261 0.184 -0.457 0.280 -0.564 0.412 0.113 0.530 0.502 0.244 0.108 0.410 -0.412 0.134 -0.174 0.729 -0.020 -0.217 -0.918 0.433 0.222 0.402 0.452 -0.584 -0.150 0.379 0.283 0.429 -0.409 0.286 -0.804 0.167 -0.415 -0.482 0.684 0.384 -0.557 -0.528 0.223 -0.946 0.390 0.255 0.185 -0.600 -0.645 -0.467 -0.520 -0.521 0.472 0.085 -0.073 -0.530 -0.438 0.494 -0.710 0.194 -0.738 -0.849 -0.456 -0.549 0.020 -0.359 -0.366 -0.584 -0.409 -0.411 0.334 -0.488 0.236 0.414 0.163 0.214 0.326 0.145 -0.386 -0.622 -0.777 0.399 0.274 0.450 0.187 -0.553 1.226 -0.302 0.592 0.274 -0.547 -0.571 -0.544 0.207 0.300 0.257 0.299 0.174

No. 2
A 2-piece molecular cluster, C6H9NO overall. Source: OMol25; level of theory: ωB97M-V/def2-TZVPD.

XYZ file:
```
17
Properties=species:S:1:pos:R:3:forces:R:3
H 1.9068 0.0672 -0.5316 -5.64 0.05 0.99
O 2.7786 0.0632 -0.6796 6.63 -0.16 -1.22
H 2.8983 -0.8429 1.2202 1.32 0.14 -1.18
C -2.6807 -0.1111 0.0557 -0.27 5.16 0.61
H 0.1551 -1.9846 -0.1542 -1.18 0.94 0.47
H 4.4886 -0.0731 0.5933 1.38 -0.96 -1.00
C -0.6252 1.2053 -0.1108 -2.48 0.48 0.88
C -2.0028 1.1266 0.1847 -0.15 1.59 -0.59
N -0.0080 0.0504 -0.2037 3.69 1.62 -0.97
H -2.5324 2.0462 0.5455 0.30 -0.91 -0.85
C 3.4408 -0.1003 0.5358 -3.61 2.17 4.01
H -0.1123 2.2026 -0.2319 -0.26 -1.46 0.32
H -3.7407 -0.0671 0.1099 -0.72 -0.48 0.38
C -0.5500 -1.1009 -0.0641 -0.10 -1.84 -0.74
H 3.2738 0.8406 1.2793 0.02 -1.22 -1.64
C -1.9346 -1.1826 -0.0166 0.61 -5.37 2.47
H -2.3956 -2.0694 0.5242 0.48 0.26 -1.94
```
Positions in Å, forces in eV/Å.

structure (SMILES) = c1ccncc1.CO
max |F| = 6.74 eV Å⁻¹
energy relative to the best compared isomer or geometry (same formula, charge and spin) = 60.5 kcal per mole
HOMO-LUMO gap = 0.37133 hartree

For reference, the Mulliken charges in units of e are: 0.498 -0.469 0.200 -0.114 0.356 0.337 -0.170 -0.439 -0.470 0.302 -0.593 0.349 0.423 0.007 0.172 -0.615 0.226

No. 3
An isolated ion of composition C5H9N2O4 and charge +1. Source: OMol25; level of theory: ωB97M-V/def2-TZVPD.

XYZ file:
```
20
Properties=species:S:1:pos:R:3:forces:R:3
H -1.6375 1.4545 1.4531 0.63 -0.37 -0.86
C -1.1367 0.2790 -0.2430 -0.70 0.78 1.08
H -1.8607 -1.5519 0.7610 0.13 -0.44 0.77
N 0.0371 -0.1199 -0.7206 1.11 0.64 1.22
C -2.5482 -0.2899 -0.4640 1.14 0.66 -1.16
N -0.8985 1.0720 0.8330 1.10 -0.64 -0.12
H -2.8112 -0.2689 -1.5706 0.27 -0.40 1.34
H 0.4210 -0.8109 -1.3495 -1.03 -0.41 -0.92
O 2.4736 -0.7861 -1.3951 0.86 -1.76 -1.14
C 0.5006 1.1129 1.0819 -1.17 -0.83 -2.06
O -2.4618 -1.5785 0.0233 -0.45 -0.59 -0.92
O 2.9429 -0.5583 0.8142 3.11 -0.90 1.93
C 1.0717 0.3760 0.0667 -1.66 1.03 0.33
H 0.9104 1.6866 1.8678 0.32 0.35 0.57
H 3.0804 1.0475 -0.4741 -1.14 -2.04 -0.07
H 3.9137 -0.3682 0.8347 -1.00 -0.56 0.49
O -3.4408 0.4879 0.2734 1.52 0.17 -0.09
C 2.4862 0.0202 -0.2946 0.08 3.93 -0.32
H 3.2115 -1.4674 -1.3618 -1.29 1.29 0.04
H -4.2536 0.2633 -0.1358 -1.84 0.09 -0.10
```
Positions in Å, forces in eV/Å.

structure (SMILES) = OC(O)c1c[nH+]c(C(O)O)[nH]1
charge = +1
max |F| = 3.95 eV Å⁻¹
energy relative to the best compared isomer or geometry (same formula, charge and spin) = 24.0 kcal per mole
HOMO-LUMO gap = 0.39936 hartree

For reference, the Mulliken charges in units of e are: 0.297 -0.195 0.376 0.022 0.203 0.010 0.391 0.271 -0.566 -0.745 -0.451 -0.521 0.282 0.455 0.292 0.405 -0.511 0.286 0.345 0.355